(1)
28
Properties=species:S:1:pos:R:3:mulliken_charge:R:1 method="wB97M-V/def2-TZVPD" gap_ev=6.235
C 2.06 0.40 2.14 -1.19
C 1.74 -0.39 0.87 1.32
C 1.46 0.41 -0.39 -0.92
C 0.57 -0.59 -1.19 0.08
C 0.64 -0.43 -2.71 -1.59
In -1.42 -0.49 -0.23 0.57
N -2.53 -2.38 -0.64 -0.43
C -2.38 -3.11 0.24 0.35
S -2.09 -4.12 1.53 -0.40
P -2.81 1.62 -0.61 0.23
N -1.69 2.93 -0.93 -0.64
O -3.43 1.96 0.90 -0.49
H 1.27 0.27 2.87 0.32
H 2.97 0.01 2.56 0.34
H 2.19 1.45 1.93 0.35
H 2.53 -1.10 0.63 0.49
H 0.80 -0.95 0.88 -1.36
H 2.32 0.77 -0.93 0.44
H 0.83 1.24 -0.07 0.21
H 0.95 -1.58 -0.96 0.44
H 0.50 0.59 -3.04 0.31
H -0.10 -1.05 -3.19 0.39
H 1.60 -0.79 -3.07 0.41
H -1.09 -0.59 1.58 -0.09
H -1.05 2.65 -1.66 0.29
H -1.16 3.18 -0.11 0.25
H -2.73 2.25 1.49 0.31
Ag -0.27 -2.17 2.02 0.00

(2)
12
Properties=species:S:1:pos:R:3:lowdin_spin:R:1 method="wB97M-V/def2-TZVPD" gap_ev="7.373 / 6.820" multiplicity=3 relative_energy_kj_mol=0.0
C -0.09 0.11 0.35 0.05
C 0.38 -1.06 -0.46 0.49
C 0.13 0.63 -1.78 0.06
C -0.34 0.14 1.81 0.00
N -0.34 1.09 -0.42 0.34
N 0.54 -0.86 -1.75 0.79
Cl 0.57 -2.46 0.32 0.24
H -0.67 0.86 -2.50 0.02
H 0.91 1.37 -2.01 0.02
H -0.39 1.14 2.22 0.00
H -1.21 -0.47 1.90 0.00
H 0.52 -0.49 2.32 0.00

(3)
9
Properties=species:S:1:pos:R:3:mulliken_charge:R:1 method="wB97M-V/def2-TZVPD" gap_ev="7.167 / 7.167" relative_energy_kj_mol=472.3
C 0.03 -0.25 -1.34 0.29
N -0.95 -0.79 -0.72 0.67
O -0.62 -2.06 -0.25 -0.45
O -1.96 -0.29 -0.32 -0.67
S 1.13 0.19 -2.34 -0.22
S 1.14 1.27 1.23 -0.27
H -1.32 -2.33 0.45 0.36
H 1.53 1.62 2.42 0.13
H 1.03 2.63 0.87 0.15

(4)
29
Properties=species:S:1:pos:R:3:mulliken_charge:R:1 method="wB97M-V/def2-TZVPD" total_charge=-1 gap_ev=9.539 relative_energy_kj_mol=87.2
O 1.82 -1.08 -3.40 -0.65
H 1.24 -0.47 -3.83 0.31
H 1.42 -1.29 -2.54 0.35
O -1.52 1.03 -3.10 -0.64
H -1.00 1.17 -2.30 0.31
H -1.59 0.08 -3.16 0.33
O -3.19 1.07 0.95 -0.63
H -2.81 1.92 0.73 0.30
H -2.43 0.53 0.69 0.30
O 0.80 1.32 0.83 -0.75
H -0.24 1.20 2.41 0.35
H 0.34 0.35 0.69 0.39
O -0.86 0.61 2.88 -0.63
H -1.28 -1.24 -1.12 0.32
H 0.55 1.71 0.00 0.22
O -1.88 -2.34 1.88 -0.70
H -1.61 -2.51 0.98 0.34
H -1.85 -1.38 1.95 0.34
O 3.32 -0.25 0.02 -0.68
H 3.15 0.52 0.61 0.37
H 2.41 -0.37 -0.31 0.33
O -1.69 -1.64 -1.97 -0.75
H -2.42 -1.02 -2.08 0.31
H -0.44 -0.19 3.20 0.29
O -0.22 -0.73 -0.09 -0.76
H 0.54 -1.29 -0.03 0.07
O 3.41 1.88 1.99 -0.70
H 2.94 1.09 2.26 0.34
H 2.74 2.43 1.58 0.34

(5)
152
Properties=species:S:1:pos:R:3:mulliken_charge:R:1 method="wB97M-V/def2-TZVPD" gap_ev=9.017 relative_energy_kj_mol=596.8 smiles=COC[C@H](C)N.COC[C@H](C)N.COC[C@H](C)N.COC[C@H](C)N.COC[C@H](C)N.COC[C@H](C)N.OCCO.OCCO.OCCO.OCCO.OCCO
C 4.36 -0.73 6.95 -0.77
O 3.13 -1.23 6.42 -0.36
C 3.28 -1.63 5.02 -0.70
C 2.00 -2.35 4.62 0.58
C 2.23 -2.89 3.23 -1.55
N 0.94 -1.34 4.65 -0.65
H 5.09 -1.53 7.10 0.29
H 4.13 -0.11 7.82 0.27
H 4.86 -0.05 6.25 0.32
H 3.37 -0.71 4.43 0.30
H 4.18 -2.21 4.85 0.42
H 1.70 -3.20 5.24 0.23
H 1.27 -3.22 2.83 0.40
H 2.88 -3.76 3.26 0.40
H 2.70 -2.16 2.56 0.34
H 1.14 -0.80 5.48 0.29
H 0.82 -0.80 3.80 0.21
C 7.79 -2.33 -1.51 -0.65
O 9.08 -2.53 -1.05 -0.37
C 9.84 -3.41 -1.97 -0.60
C 10.33 -2.72 -3.26 0.39
C 11.27 -3.69 -4.08 -1.53
N 11.09 -1.54 -2.89 -0.66
H 7.68 -2.17 -2.58 0.27
H 7.38 -1.47 -0.98 0.25
H 7.18 -3.17 -1.19 0.28
H 10.67 -3.78 -1.37 0.32
H 9.36 -4.34 -2.26 0.36
H 9.51 -2.50 -3.94 0.25
H 10.81 -4.56 -4.55 0.39
H 12.09 -4.01 -3.43 0.35
H 11.78 -3.09 -4.83 0.40
H 12.02 -1.78 -2.58 0.26
H 10.71 -1.03 -2.11 0.29
C -5.24 -0.99 8.32 -0.84
O -5.56 -0.03 7.32 -0.30
C -4.59 0.87 7.00 -0.77
C -5.03 1.88 5.76 0.40
C -6.15 2.74 6.08 -1.44
N -5.43 1.09 4.56 -0.79
H -5.15 -0.59 9.33 0.32
H -4.36 -1.59 8.10 0.33
H -5.95 -1.81 8.45 0.28
H -4.21 1.46 7.83 0.44
H -3.64 0.39 6.77 0.43
H -4.17 2.44 5.39 0.32
H -7.05 2.18 6.35 0.27
H -6.49 3.43 5.31 0.42
H -5.89 3.44 6.87 0.35
H -6.24 0.56 4.84 0.32
H -4.78 0.31 4.54 0.26
C -1.96 -6.49 -2.60 -0.70
O -1.72 -7.79 -2.02 -0.32
C -2.18 -8.86 -2.89 -0.64
C -1.89 -10.25 -2.28 0.38
C -2.58 -11.39 -3.09 -1.41
N -2.46 -10.24 -0.91 -0.76
H -1.69 -5.76 -1.83 0.25
H -2.98 -6.34 -2.94 0.29
H -1.25 -6.29 -3.41 0.29
H -3.27 -8.79 -2.98 0.32
H -1.81 -8.80 -3.91 0.37
H -0.85 -10.57 -2.22 0.30
H -3.66 -11.31 -3.18 0.33
H -2.40 -12.39 -2.68 0.35
H -2.22 -11.43 -4.12 0.36
H -2.05 -9.49 -0.37 0.32
H -3.42 -9.93 -0.95 0.27
C -0.72 7.81 6.24 -0.72
O 0.04 6.98 7.09 -0.34
C 1.46 7.14 7.19 -0.62
C 1.97 6.60 5.81 0.54
C 1.53 5.21 5.41 -1.31
N 3.39 6.72 5.76 -0.76
H -1.75 7.51 6.47 0.25
H -0.56 7.66 5.18 0.30
H -0.61 8.88 6.42 0.31
H 1.63 8.21 7.21 0.33
H 1.86 6.64 8.07 0.32
H 1.50 7.26 5.07 0.16
H 1.57 4.50 6.24 0.28
H 2.09 4.77 4.58 0.39
H 0.49 5.13 5.08 0.30
H 3.67 7.70 5.73 0.27
H 3.60 6.55 4.79 0.30
C -6.69 -3.99 -1.07 -0.80
O -7.50 -4.17 -2.27 -0.32
C -8.80 -4.80 -2.23 -0.62
C -9.58 -4.40 -3.50 0.54
C -10.54 -5.44 -3.93 -1.48
N -8.66 -4.32 -4.60 -0.85
H -6.09 -4.84 -0.75 0.31
H -7.31 -3.81 -0.19 0.29
H -5.95 -3.19 -1.10 0.28
H -8.66 -5.87 -2.05 0.34
H -9.38 -4.32 -1.44 0.35
H -10.23 -3.56 -3.25 0.25
H -11.18 -5.19 -4.77 0.34
H -11.32 -5.59 -3.18 0.37
H -10.04 -6.39 -4.11 0.35
H -7.79 -4.03 -4.18 0.37
H -8.31 -5.24 -4.83 0.27
O -2.27 0.12 -6.70 -0.54
C -3.61 -0.32 -6.90 -0.26
C -3.62 -1.44 -7.86 -0.49
O -2.81 -2.56 -7.53 -0.50
H -2.18 0.76 -6.00 0.28
H -3.91 -0.65 -5.90 0.28
H -4.36 0.40 -7.24 0.30
H -3.51 -1.07 -8.88 0.27
H -4.63 -1.85 -7.93 0.31
H -2.06 -2.14 -7.09 0.35
O 0.59 0.25 -2.04 -0.57
C 0.62 1.38 -1.01 -0.22
C -0.72 1.61 -0.50 -0.44
O -1.29 0.65 0.42 -0.52
H 0.13 -0.56 -1.80 0.30
H 1.23 1.02 -0.19 0.23
H 1.02 2.31 -1.43 0.30
H -1.48 1.79 -1.25 0.32
H -0.66 2.59 -0.02 0.30
H -2.03 1.05 0.89 0.30
O -3.67 5.47 -5.78 -0.53
C -3.99 5.33 -4.39 -0.28
C -2.73 5.98 -3.61 -0.35
O -1.43 5.44 -4.14 -0.58
H -2.71 5.52 -5.82 0.33
H -4.89 5.90 -4.17 0.27
H -4.11 4.25 -4.34 0.22
H -2.79 5.69 -2.56 0.31
H -2.73 7.06 -3.71 0.32
H -0.70 5.88 -3.71 0.28
O 3.79 6.72 0.06 -0.51
C 3.31 8.09 -0.18 -0.43
C 3.58 8.67 -1.56 -0.28
O 2.53 8.29 -2.45 -0.50
H 4.67 6.56 -0.29 0.28
H 2.28 8.19 0.15 0.32
H 3.69 8.76 0.59 0.27
H 4.51 8.23 -1.93 0.23
H 3.80 9.74 -1.54 0.31
H 2.85 8.39 -3.35 0.29
O 6.60 4.60 -4.82 -0.51
C 6.18 3.77 -3.78 -0.30
C 7.36 3.66 -2.68 -0.35
O 7.35 4.82 -1.83 -0.51
H 6.92 4.07 -5.55 0.31
H 5.29 4.18 -3.29 0.19
H 5.90 2.76 -4.08 0.32
H 8.36 3.43 -3.06 0.29
H 7.13 2.79 -2.06 0.26
H 7.74 5.50 -2.39 0.30

(6)
64
Properties=species:S:1:pos:R:3:lowdin_spin:R:1 method="wB97M-V/def2-TZVPD" gap_ev="6.290 / 6.350" multiplicity=3 relative_energy_kj_mol=215.1
O -4.33 -1.04 -1.15 0.00
C -5.10 -2.45 -1.10 0.00
C -6.23 -2.02 -2.02 0.00
H -5.44 -2.60 -0.06 0.00
H -4.48 -3.30 -1.51 0.00
C -5.65 -0.60 -1.89 0.00
H -7.22 -2.35 -1.65 0.00
H -6.13 -2.50 -3.01 0.00
C -6.51 0.45 -1.11 0.00
H -6.81 0.16 -0.10 0.00
H -7.43 0.75 -1.67 0.00
H -5.91 1.37 -1.05 0.00
C -5.37 -0.08 -3.28 0.00
H -4.86 -0.82 -3.91 0.00
H -4.88 0.90 -3.26 0.00
H -6.32 0.12 -3.80 0.00
Pr -2.04 -0.35 -0.51 2.05
C 1.00 1.38 -2.01 0.00
C 1.37 0.10 -1.54 0.00
C 0.49 -0.87 -2.11 0.00
H 2.29 -0.11 -1.01 0.00
C -0.47 -0.15 -2.92 0.00
C -0.14 1.24 -2.83 0.00
H -0.60 2.04 -3.40 0.00
H 1.54 2.31 -1.81 0.00
H 0.72 -1.93 -2.20 0.00
H -1.13 -0.61 -3.68 0.00
C -1.05 2.63 0.88 0.00
C -1.52 3.07 -0.36 0.00
C -2.82 2.53 -0.56 0.00
H -1.00 3.76 -1.03 0.00
C -3.17 1.75 0.58 0.00
C -2.05 1.82 1.47 0.00
H -2.05 1.50 2.48 0.00
H -0.12 2.94 1.36 0.00
H -3.47 2.78 -1.39 0.00
H -4.13 1.31 0.79 0.00
O -3.10 -5.61 -1.40 0.00
C -2.13 -4.66 -1.86 0.00
C -0.77 -5.36 -2.11 0.00
H -1.94 -4.01 -0.99 0.00
H -2.55 -4.04 -2.68 0.00
C -0.83 -6.58 -1.17 0.00
H 0.07 -4.70 -1.83 0.00
H -0.63 -5.68 -3.16 0.00
C -2.38 -6.83 -1.03 0.00
H -0.55 -6.17 -0.12 0.00
H -0.18 -7.44 -1.49 0.00
H -2.69 -7.14 0.00 0.00
H -2.83 -7.64 -1.67 0.00
C 1.92 -0.07 1.96 0.00
C 0.66 -0.87 1.85 0.00
O -0.32 -0.58 0.88 -0.01
C 1.09 -2.35 1.57 0.00
F 1.92 -2.88 2.52 0.00
F 0.04 -3.18 1.41 0.00
F 1.78 -2.36 0.36 0.00
C -0.01 -0.52 3.21 0.00
F 0.75 -0.86 4.29 0.00
F -0.14 0.88 3.25 0.00
F -1.25 -1.02 3.37 0.00
H 2.57 -0.20 1.11 0.00
H 2.43 -0.41 2.87 0.00
H 1.67 0.98 2.06 0.00

(7)
24
Properties=species:S:1:pos:R:3:lowdin_spin:R:1 method="wB97M-V/def2-TZVPD" gap_ev="4.929 / 3.595" multiplicity=3 relative_energy_kj_mol=83.9
C 2.33 -0.92 0.66 0.24
C -2.00 2.29 -1.79 0.02
C -0.96 1.47 -2.17 0.00
C -2.18 2.64 -0.46 0.00
C -0.06 0.94 -1.26 0.01
C -1.26 2.17 0.53 0.02
C -0.36 1.17 0.13 0.03
C 2.50 -2.20 0.49 0.12
C 0.66 0.71 1.21 0.05
C 3.07 -3.38 0.35 0.35
C -0.92 -1.87 0.83 0.07
N 1.86 0.22 0.72 0.23
S -0.32 -0.73 2.14 0.78
H -2.53 2.85 -2.47 0.00
H -0.78 1.22 -3.16 0.00
H -2.93 3.32 -0.08 0.00
H 0.76 0.35 -1.59 0.00
H -1.25 2.49 1.53 0.00
H 3.98 -3.66 -0.17 0.03
H 0.85 1.30 2.04 0.01
H 2.41 -4.11 0.81 0.02
H -0.72 -2.85 1.24 0.01
H -0.18 -1.65 0.03 0.01
H -1.97 -1.77 0.44 0.02

(8)
66
Properties=species:S:1:pos:R:3:mulliken_charge:R:1 method="wB97M-V/def2-TZVPD" gap_ev=9.670 relative_energy_kj_mol=37.4 smiles="Cc1cc(C(=O)N(C)CCCCCCNC(=O)C[C@H]2CCCC[C@@H]2C)ccc1F"
C 4.70 4.12 -3.40 -1.56
C 4.73 3.28 -2.14 0.70
C 5.02 1.93 -2.19 -0.10
C 5.07 1.16 -1.02 0.28
C 5.45 -0.29 -1.04 0.38
O 6.24 -0.71 -0.21 -0.66
N 4.94 -1.09 -2.01 0.18
C 5.50 -2.41 -2.20 -1.07
C 3.68 -0.86 -2.70 -1.07
C 2.53 -1.70 -2.14 -0.91
C 2.27 -1.42 -0.66 -0.10
C 1.07 -2.19 -0.12 -0.74
C 0.83 -1.92 1.36 -0.55
C -0.34 -2.71 1.95 -1.18
N -1.61 -2.37 1.35 -0.08
C -2.30 -1.25 1.67 0.54
O -1.91 -0.47 2.52 -0.67
C -3.62 -1.07 0.93 -1.09
C -4.59 -0.11 1.63 0.66
C -4.16 1.34 1.42 -1.02
C -5.06 2.32 2.17 -0.69
C -6.52 2.13 1.79 -0.68
C -6.94 0.67 1.96 -0.90
C -6.04 -0.29 1.17 0.42
C -6.56 -1.72 1.30 -1.71
C 4.84 1.77 0.20 -0.96
C 4.53 3.12 0.26 -0.71
C 4.48 3.86 -0.91 0.65
F 4.19 5.17 -0.85 -0.37
H 3.68 4.45 -3.61 0.32
H 5.31 5.02 -3.28 0.35
H 5.07 3.57 -4.26 0.38
H 5.25 1.47 -3.14 0.41
H 6.48 -2.48 -1.75 0.39
H 4.87 -3.18 -1.74 0.30
H 5.60 -2.63 -3.27 0.31
H 3.39 0.19 -2.62 0.48
H 3.81 -1.07 -3.77 0.34
H 1.63 -1.47 -2.72 0.42
H 2.72 -2.76 -2.30 0.34
H 3.16 -1.69 -0.08 0.26
H 2.11 -0.35 -0.51 0.23
H 0.17 -1.91 -0.69 0.29
H 1.22 -3.26 -0.28 0.33
H 1.73 -2.17 1.92 0.46
H 0.66 -0.86 1.52 0.36
H -0.18 -3.78 1.78 0.47
H -0.39 -2.56 3.02 0.35
H -1.99 -2.98 0.65 0.29
H -3.41 -0.72 -0.08 0.26
H -4.07 -2.06 0.83 0.33
H -4.56 -0.32 2.70 0.28
H -3.12 1.47 1.75 0.36
H -4.16 1.58 0.35 0.35
H -4.93 2.17 3.25 0.30
H -4.75 3.35 1.97 0.36
H -7.16 2.77 2.41 0.35
H -6.68 2.44 0.75 0.31
H -6.93 0.39 3.02 0.34
H -7.98 0.54 1.63 0.36
H -6.10 0.00 0.11 0.21
H -6.38 -2.11 2.31 0.33
H -7.63 -1.77 1.11 0.46
H -6.09 -2.40 0.59 0.41
H 4.90 1.20 1.12 0.49
H 4.35 3.61 1.21 0.45

(9)
19
Properties=species:S:1:pos:R:3:mulliken_charge:R:1 method="wB97M-V/def2-TZVPD" gap_ev=8.409 relative_energy_kj_mol=37.8 smiles="CSC(=S)C[C@H](C)N"
C 3.25 0.06 -0.49 -0.91
S 1.88 -0.76 0.44 0.03
C 0.73 0.55 0.58 0.26
S 0.86 2.06 0.00 -0.24
C -0.49 0.03 1.27 -1.02
C -1.65 -0.20 0.38 0.30
C -1.38 -1.21 -0.79 -1.46
N -2.25 0.98 -0.21 -0.65
H 3.98 -0.72 -0.58 0.36
H 3.60 0.90 0.11 0.30
H 2.89 0.37 -1.49 0.28
H -0.26 -0.85 1.91 0.43
H -0.86 0.81 1.93 0.32
H -2.36 -0.67 1.03 0.32
H -0.64 -0.76 -1.46 0.37
H -2.38 -1.39 -1.33 0.35
H -0.99 -2.15 -0.42 0.37
H -1.84 1.09 -1.16 0.27
H -2.08 1.87 0.28 0.31

(10)
16
Properties=species:S:1:pos:R:3:mulliken_charge:R:1 method="wB97M-V/def2-TZVPD" gap_ev=9.696 relative_energy_kj_mol=517.8 smiles=C1[C@@H]2[C@H]3O[C@H]4[C@@H]2[C@H]4[C@@H]13
C -1.65 0.08 0.09 -0.64
C -0.48 0.61 0.86 -0.07
C 0.09 1.20 -0.33 -0.56
O 1.48 1.19 -0.23 -0.49
C 1.78 -0.20 0.11 -0.39
C 0.42 -0.60 0.91 -0.41
C 0.51 -0.99 -0.43 -0.49
C -0.53 -0.22 -1.03 -0.18
H -2.19 0.84 -0.31 0.34
H -2.38 -0.79 0.23 0.31
H -0.49 1.04 1.88 0.41
H -0.30 2.13 -0.57 0.51
H 2.72 -0.62 -0.07 0.46
H 0.76 -1.26 1.90 0.26
H 0.65 -1.89 -0.95 0.56
H -0.39 -0.50 -2.07 0.38